# 1
Molecular formula: C5H7NiO4
Method: DFT, ωB97M-V with the def2-TZVPD basis set

```
! RIJCOSX wB97M-V def2-TZVPD def2/J DEFGRID3
* xyz 1 3
Ni -1.02901 -0.97499 0.68348
O -3.30529 0.79277 -2.01451
O -0.18090 0.04975 1.98957
O -2.67167 -0.24625 -0.13675
O -1.27951 0.06726 -1.87556
C 0.91258 -0.69027 -1.83915
C -0.25295 -0.67906 -1.16386
C 2.13003 0.25283 1.47655
C -2.43701 0.13629 -1.29039
C 0.98343 0.17177 2.40579
H -3.91623 1.28723 -1.45043
H 1.87769 1.01302 0.72063
H 2.33832 -0.86222 1.40247
H 2.99538 0.68182 2.00446
H 1.11964 0.58170 3.42064
H 1.06408 -0.13741 -2.77138
H 1.65143 -1.44421 -1.56156
*
```

Properties
⟨S²⟩   2.005
Orbital gap (spin up / spin down)   8.5 / 8.0 eV

# 2
Molecular formula: C5H7O2S
Method: DFT, ωB97M-V with the def2-TZVPD basis set

```
! RIJCOSX wB97M-V def2-TZVPD def2/J DEFGRID3
* xyz -1 1
S 2.54322 -0.21374 -0.02584
O 2.56867 0.56376 1.23826
O 3.08797 0.48430 -1.25041
C -0.08502 0.87946 0.49088
C -1.54908 1.15450 0.29925
C 0.69744 0.10536 -0.53346
C -0.33505 -2.02753 -0.28327
C -0.97164 -3.03656 -0.39979
H -1.70192 2.00012 0.87334
H -1.13372 -4.07967 -0.65807
H 0.05261 0.56604 1.52887
H 0.30558 1.87746 0.24950
H -1.83169 1.29448 -0.75030
H -2.14434 0.27627 0.74665
H 0.49694 0.15576 -1.52562
*
```

Properties
Orbital gap   7.9 eV

# 3
Molecular formula: C5H7O4Zn
Method: DFT, ωB97M-V with the def2-TZVPD basis set

```
! RIJCOSX wB97M-V def2-TZVPD def2/J DEFGRID3
* xyz 1 1
Zn -1.36403 -2.85994 0.77994
O -1.71762 -1.05463 0.66872
O 2.31015 0.10657 -2.94036
O -0.63463 -2.14283 2.31729
O -0.08239 0.04918 1.85433
C 1.63217 0.78935 -2.34563
C -0.35777 0.39647 -0.46459
C -1.12720 -0.92688 1.94794
C 0.66766 1.46603 -1.60084
C 0.61744 -0.00451 0.63641
H 1.00545 -1.02193 0.45698
H -0.69268 -0.37155 -1.16749
H -1.03246 1.23477 -0.25487
H -0.05267 1.92359 -2.29440
H -1.82875 -0.48424 2.68256
H 1.49240 0.65147 0.73287
H 1.16490 2.24908 -1.00886
*
```

Properties
Orbital gap   7.6 eV

# 4
Molecular formula: C5H7P
Method: DFT, ωB97M-V with the def2-TZVPD basis set

```
! RIJCOSX wB97M-V def2-TZVPD def2/J DEFGRID3
* xyz 0 1
P -1.27268 -1.37473 1.26259
C 1.10456 1.06788 -0.70421
C 0.27734 0.68170 0.26615
C -2.00624 0.46548 -0.65608
C 0.17796 -2.04210 1.45106
C -0.97632 0.01366 0.10394
H 0.99498 0.97791 -1.76067
H -1.78570 1.32921 -1.26793
H 1.00290 -1.32734 1.34762
H 0.53173 0.74566 1.32757
H -3.01518 0.00221 -0.54355
H 1.98755 1.66247 -0.32956
H 0.06219 -3.02480 1.94765
*
```

Properties
Orbital gap   9.1 eV
SMILES   C=CC(=C)P=C

# 5
Molecular formula: C5H7PS
Method: DFT, ωB97M-V with the def2-TZVPD basis set

```
! RIJCOSX wB97M-V def2-TZVPD def2/J DEFGRID3
* xyz 0 1
S 2.76897 0.59089 -0.65670
P 1.57982 -0.27877 0.87001
C -0.98170 0.10708 -0.03551
C -0.51904 -1.18802 -0.48753
C 0.05966 0.81100 0.79786
C -2.17674 0.62194 -0.31324
C 0.72738 -1.52271 -0.14168
H 0.31377 1.79268 0.39128
H -1.16669 -1.81675 -1.07930
H 1.21828 -2.44667 -0.40117
H -2.46887 1.59826 0.03342
H 3.85341 0.68767 0.10399
H -0.30813 0.96299 1.81662
H -2.90011 0.08040 -0.89805
*
```

Properties
Orbital gap   9.0 eV
SMILES   C=C1C=CP(S)C1

# 6
Molecular formula: C5H8
Method: DFT, ωB97M-V with the def2-TZVPD basis set

```
! RIJCOSX wB97M-V def2-TZVPD def2/J DEFGRID3
* xyz 0 1
C -0.94604 1.11571 -0.00465
C 0.73342 -2.65857 0.48883
C 0.03536 2.18575 -0.62092
C -0.31579 -0.21606 0.16476
C 0.24483 -1.28834 0.32180
H -0.53598 3.12410 -0.71532
H 1.16706 -3.05751 -0.99953
H -1.27355 1.46553 0.99342
H 1.86181 -2.49373 1.51841
H 0.91255 2.47233 0.03065
H 0.47273 1.85201 -1.62406
H -0.46761 -3.49129 0.98569
H -1.88879 0.99006 -0.53906
*
```

Properties
Orbital gap   9.3 eV

# 7
Molecular formula: C5H8
Method: DFT, ωB97M-V with the def2-TZVPD basis set

```
! RIJCOSX wB97M-V def2-TZVPD def2/J DEFGRID3
* xyz 0 1
C 0.95835 1.25727 0.03457
C -0.87010 -0.36225 0.52330
C 1.26056 -1.20135 -0.15102
C -2.02715 -0.00749 -0.25639
C 0.50014 -0.26241 0.10867
H 2.45387 -1.31461 -0.46629
H -2.95850 -0.38092 -0.04435
H -2.11805 0.35938 -1.33664
H 0.74316 2.26135 0.94184
H 1.96924 1.40972 -0.22936
H 0.83820 -2.38915 -0.16330
H 0.19554 1.51794 -0.65468
H -0.94527 -0.88747 1.69365
*
```

Properties
Orbital gap   10.4 eV

# 8
Molecular formula: C5H8
Method: DFT, ωB97M-V with the def2-TZVPD basis set

```
! RIJCOSX wB97M-V def2-TZVPD def2/J DEFGRID3
* xyz 0 1
C -0.24480 0.14900 -0.48612
C -1.06808 1.39123 -0.74831
C 0.20444 -0.13043 0.77423
C 1.27471 -1.10636 1.14895
C 0.01809 -0.90988 -1.39007
H -1.97553 1.45473 -0.13625
H 2.11094 -0.99093 0.45229
H -0.81049 -0.93111 -2.13250
H 0.96064 -2.15001 1.07432
H -0.46638 2.28088 -0.53470
H -0.24372 0.42857 1.60110
H 1.60870 -0.92085 2.17433
H -1.36853 1.43516 -1.79727
*
```

Properties
Orbital gap (spin up / spin down)   7.7 / 7.7 eV

# 9
Molecular formula: C5H8
Method: DFT, ωB97M-V with the def2-TZVPD basis set

```
! RIJCOSX wB97M-V def2-TZVPD def2/J DEFGRID3
* xyz 0 1
C -0.33667 1.33453 -0.01888
C -0.83614 -0.99971 -0.13536
C 0.76488 -0.85011 0.07833
C 1.02652 0.67459 -0.12554
C -1.37625 0.45473 -0.02765
H -1.32703 -1.53387 0.70816
H -0.38633 2.42217 0.25382
H -0.97548 -1.53673 -1.02644
H 1.05404 -1.10000 1.20754
H 1.56893 -1.52381 -0.49733
H -2.49842 0.62986 0.11348
H 1.49107 0.92025 -1.11979
H 1.83087 1.10807 0.58965
*
```

Properties
Orbital gap   10.2 eV
SMILES   C1=CCCC1

# 10
Molecular formula: C5H8
Method: DFT, ωB97M-V with the def2-TZVPD basis set

```
! RIJCOSX wB97M-V def2-TZVPD def2/J DEFGRID3
* xyz 0 1
C 2.05451 -0.43785 -0.23113
C 0.77652 0.38610 0.10982
C -1.70888 0.18080 -0.02440
C -0.47157 -0.06182 0.78950
C 1.27708 -0.16120 -1.21365
H 1.09294 -0.15491 -2.23329
H -0.44569 -1.16256 0.95341
H 1.01739 1.43299 0.27306
H 2.91943 -1.03713 0.18851
H -0.60460 0.36996 1.93114
H -2.53164 -0.60807 0.36402
H -1.99979 1.20068 0.19169
H -1.37569 0.05300 -1.09868
*
```

Properties
Orbital gap   10.9 eV
SMILES   CCC1C=C1

# 11
Molecular formula: C5H8
Method: DFT, ωB97M-V with the def2-TZVPD basis set

```
! RIJCOSX wB97M-V def2-TZVPD def2/J DEFGRID3
* xyz 0 1
C 0.17020 1.03927 -0.06672
C 0.05095 0.64542 -1.47248
C -0.13924 0.37879 -2.62791
C 0.35753 -1.19354 1.07746
C -0.56758 0.04221 0.82870
H 1.24967 1.09994 0.20456
H -0.74869 0.54008 1.80779
H 0.61427 -1.75285 0.17778
H -0.33400 0.12669 -3.62090
H -1.52433 -0.26189 0.40275
H -0.20097 -1.86477 1.74856
H 1.26792 -0.84594 1.53632
H -0.19575 2.04657 0.00409
*
```

Properties
Orbital gap   11.1 eV
SMILES   C#CCCC

# 12
Molecular formula: C5H8
Method: DFT, ωB97M-V with the def2-TZVPD basis set

```
! RIJCOSX wB97M-V def2-TZVPD def2/J DEFGRID3
* xyz 0 1
C 1.91656 0.86977 -0.38227
C 0.63273 0.33579 -0.11187
C 0.51444 -1.17747 -0.02840
C -0.85728 0.69549 0.15224
C -2.14395 0.11121 0.20046
H -0.02136 -1.44978 0.97540
H 2.68280 0.25450 -0.22183
H -0.99827 1.64897 0.57035
H 1.51293 -1.64418 -0.10523
H -2.86884 0.76260 0.58177
H 2.15801 1.96274 -0.58406
H -0.14546 -1.48754 -0.81603
H -2.38231 -0.88208 -0.23052
*
```

Properties
Orbital gap   9.4 eV
SMILES   C=CC(=C)C

Calculated maximum force in order - 3.11 6.10 3.10 3.09 0.62 4.94 11.78 0.41 2.82 3.53 1.63 7.58 eV/Å
Calculated energy relative to the best compared isomer or geometry (same formula, charge and spin) in order - 79.2 519.7 0.0 161.6 0.0 646.1 443.4 361.3 94.0 290.1 135.0 260.4 kJ/mol